Entry from the OMol25 dataset: C2H3ClO2S in the gas phase (the ωB97M-V functional and the def2-TZVPD basis).

Output
Highest occupied orbital energy (eV): -8.5
ΔE to the lowest compared entry with this formula, charge and spin (kcal per mole): 97.7
Gap between HOMO and LUMO (eV): 8.26
Electronic energy (eV): -29570.476
SMILES string: C=S(=O)=C(O)Cl

The geometry in ORCA input format:
```
! RIJCOSX wB97M-V def2-TZVPD def2/J DEFGRID3
* xyz 0 1
C -1.0726 -0.5594 0.5575
S 0.3023 -0.5171 1.5071
O 1.2895 -1.3749 1.0528
C 0.7690 0.9584 -0.0729
O 1.3171 0.2774 -1.0338
Cl -0.4443 2.0715 -0.6602
H -1.9267 -0.1467 0.9958
H -1.2102 -1.0281 -0.4226
H 0.9759 0.3188 -1.9237
*
```

Okay, here come the natural (NBO) numbers, in e, for every atom: number 1, C, carries -0.81; number 2, S, carries 1.35; number 3, O, carries -0.93; number 4, C, carries 0.16; number 5, O, carries -0.64; number 6, Cl, carries -0.06; number 7, H, carries 0.22; number 8, H, carries 0.23; number 9, H, carries 0.49


Entry from the OMol25 dataset: a molecular structure, C31H48Cl2O2PPtS3 (the ωB97M-V functional and the def2-TZVPD basis).

Output
Highest occupied orbital energy (spin up / spin down) (eV): -10.4 / -10.4
Gap between HOMO and LUMO (spin up / spin down) (eV): 6.61 / 4.13
Electronic energy (eV): -107100.347

The geometry in ORCA input format:
```
! RIJCOSX wB97M-V def2-TZVPD def2/J DEFGRID3
* xyz 1 3
Pt 0.4719 -0.4055 -0.5980
C -0.9248 5.3436 1.2864
C -0.0124 4.9152 0.1407
S 0.1289 3.1000 -0.0452
C -0.5599 2.7995 -1.6968
C -2.0646 3.0092 -1.7317
S -2.8483 1.6707 -0.7755
C -3.7784 2.5363 0.5367
C -2.9075 3.3298 1.5030
S -2.6948 5.0677 0.9685
H -0.8391 6.4216 1.4284
H -0.6603 4.8416 2.2169
H 1.0004 5.2747 0.3354
H -0.3587 5.3239 -0.8076
H -0.3141 1.7498 -1.8968
H -0.0394 3.4277 -2.4216
H -2.4367 2.9478 -2.7553
H -2.3532 3.9627 -1.2992
H -4.2587 1.7195 1.0764
H -4.5521 3.1565 0.0833
H -1.9230 2.8796 1.5863
H -3.3757 3.3612 2.4880
Cl -4.1342 -6.1415 0.3719
C -3.3613 -4.6599 0.0087
C -4.1138 -3.4804 0.0342
C -3.5105 -2.2742 -0.2051
Cl -4.4600 -0.8553 -0.1110
C -2.1040 -2.1708 -0.5591
O -1.5911 -1.0526 -0.7925
C -1.3919 -3.4304 -0.6260
C -0.0199 -3.4751 -1.0831
O 0.6480 -2.5344 -1.4754
C -2.0089 -4.6264 -0.3131
H -5.1712 -3.5270 0.2512
H 0.4405 -4.4773 -1.0958
H -1.4316 -5.5419 -0.3441
C 0.0699 0.1621 2.6149
C 0.3727 -1.3412 2.5404
C 1.8889 -1.6233 2.5261
C 2.7534 -0.4617 2.0071
C 2.5218 0.7609 2.9275
C 1.0950 0.8432 3.5081
P 2.6436 -0.1336 0.1566
C 3.9494 1.2048 -0.0223
C 3.4842 2.6635 0.1990
C 3.4230 3.4645 -1.0996
C 4.8172 3.5933 -1.7279
C 5.6409 2.3203 -1.4853
C 4.7271 1.1040 -1.3431
C 3.4367 -1.6932 -0.4797
C 3.4650 -1.7712 -2.0150
C 3.7109 -3.2191 -2.4631
C 4.7252 -3.9291 -1.5441
C 5.6308 -2.9035 -0.8657
C 4.8153 -2.0500 0.1152
H -0.9398 0.3242 2.9975
H 0.1070 0.6077 1.6125
H -0.1067 -1.7709 1.6576
H -0.0675 -1.8355 3.4102
H 2.0922 -2.5359 1.9615
H 2.2131 -1.8074 3.5535
H 3.8008 -0.7603 2.1115
H 2.7560 1.6792 2.3936
H 3.2208 0.6905 3.7633
H 0.8272 1.8892 3.6662
H 1.0680 0.3537 4.4852
H 4.6382 0.9574 0.7928
H 4.2014 3.1575 0.8608
H 2.5111 2.7013 0.6748
H 3.0324 4.4608 -0.8859
H 2.7281 2.9842 -1.7932
H 5.3392 4.4491 -1.2962
H 4.7180 3.7824 -2.7981
H 6.2294 2.4234 -0.5696
H 6.3417 2.1634 -2.3055
H 5.3373 0.2019 -1.3522
H 4.0417 1.0655 -2.1931
H 2.7219 -2.4559 -0.1544
H 4.2621 -1.1462 -2.4087
H 2.5252 -1.4040 -2.4283
H 4.0912 -3.2012 -3.4860
H 2.7688 -3.7695 -2.4761
H 5.3251 -4.6295 -2.1257
H 4.2082 -4.5110 -0.7750
H 6.0928 -2.2756 -1.6314
H 6.4352 -3.4006 -0.3222
H 5.3853 -1.1555 0.3781
H 4.6728 -2.6257 1.0331
*
```

Okay, here come the natural (NBO) numbers, in e, for every atom: number 1, Pt, carries 0.51; number 2, C, carries -0.53; number 3, C, carries -0.53; number 4, S, carries 0.15; number 5, C, carries -0.52; number 6, C, carries -0.57; number 7, S, carries 0.18; number 8, C, carries -0.53; number 9, C, carries -0.55; number 10, S, carries 0.18; number 11, H, carries 0.24; number 12, H, carries 0.22; number 13, H, carries 0.22; number 14, H, carries 0.23; number 15, H, carries 0.22; number 16, H, carries 0.23; number 17, H, carries 0.23; number 18, H, carries 0.25; number 19, H, carries 0.23; number 20, H, carries 0.23; number 21, H, carries 0.24; number 22, H, carries 0.22; number 23, Cl, carries 0.12; number 24, C, carries 0.02; number 25, C, carries -0.27; number 26, C, carries 0.07; number 27, Cl, carries 0.12; number 28, C, carries 0.38; number 29, O, carries -0.54; number 30, C, carries -0.21; number 31, C, carries 0.44; number 32, O, carries -0.55; number 33, C, carries -0.14; number 34, H, carries 0.26; number 35, H, carries 0.15; number 36, H, carries 0.25; number 37, C, carries -0.40; number 38, C, carries -0.41; number 39, C, carries -0.41; number 40, C, carries -0.51; number 41, C, carries -0.41; number 42, C, carries -0.41; number 43, P, carries 0.99; number 44, C, carries -0.51; number 45, C, carries -0.42; number 46, C, carries -0.41; number 47, C, carries -0.39; number 48, C, carries -0.41; number 49, C, carries -0.40; number 50, C, carries -0.52; number 51, C, carries -0.42; number 52, C, carries -0.39; number 53, C, carries -0.40; number 54, C, carries -0.40; number 55, C, carries -0.42; number 56, H, carries 0.22; number 57, H, carries 0.19; number 58, H, carries 0.19; number 59, H, carries 0.21; number 60, H, carries 0.21; number 61, H, carries 0.22; number 62, H, carries 0.24; number 63, H, carries 0.21; number 64, H, carries 0.22; number 65, H, carries 0.22; number 66, H, carries 0.20; number 67, H, carries 0.23; number 68, H, carries 0.21; number 69, H, carries 0.23; number 70, H, carries 0.22; number 71, H, carries 0.20; number 72, H, carries 0.21; number 73, H, carries 0.21; number 74, H, carries 0.20; number 75, H, carries 0.22; number 76, H, carries 0.21; number 77, H, carries 0.21; number 78, H, carries 0.23; number 79, H, carries 0.21; number 80, H, carries 0.23; number 81, H, carries 0.21; number 82, H, carries 0.20; number 83, H, carries 0.22; number 84, H, carries 0.19; number 85, H, carries 0.20; number 86, H, carries 0.22; number 87, H, carries 0.21; number 88, H, carries 0.21


Entry from the OMol25 dataset: a molecular structure, C18H16BrClIrN5OS2 (the ωB97M-V functional and the def2-TZVPD basis).

Output
Highest occupied orbital energy (eV): -14.2
ΔE to the lowest compared entry with this formula, charge and spin (kcal per mole): 20.4
Gap between HOMO and LUMO (eV): 6.53
Electronic energy (eV): -135484.094

The geometry in ORCA input format:
```
! RIJCOSX wB97M-V def2-TZVPD def2/J DEFGRID3
* xyz 2 1
Ir -0.3592 0.2020 0.6555
C 1.5561 4.7389 2.4767
S 1.8418 3.2701 3.4801
C 1.0584 2.0159 2.5996
S 0.2557 2.3542 1.0674
N 1.0948 0.8422 3.1554
N 0.4731 -0.1346 2.4255
C 0.2686 -1.2732 2.9948
C -0.2408 -2.3493 2.1582
C -0.2932 -3.6570 2.6008
C -0.6008 -4.6593 1.6866
C -0.8103 -4.3111 0.3652
C -0.7720 -2.9710 0.0043
N -0.5265 -1.9999 0.8793
H 2.0020 5.5469 3.0543
H 0.4944 4.9413 2.3608
H 2.0590 4.6723 1.5154
H 0.5611 -1.4141 4.0286
H -0.0773 -3.8839 3.6359
H -0.6542 -5.6921 2.0026
H -1.0159 -5.0574 -0.3888
H -0.9581 -2.6674 -1.0178
O -4.1817 2.1911 -3.9883
C -3.3588 1.8130 -3.0260
C -2.1722 2.4698 -2.6898
C -1.4070 1.9641 -1.6745
N -1.7003 0.8508 -0.9590
C -2.8849 0.2783 -1.2645
Br -3.5440 -1.0786 -0.1475
C -3.7174 0.6958 -2.2730
H -3.8846 2.9912 -4.4425
H -1.8503 3.3650 -3.2047
H -0.4875 2.4759 -1.4287
H -4.6565 0.1956 -2.4573
Cl 4.5133 -2.3617 0.0551
C 3.3442 -1.3463 -0.6733
C 3.5197 -0.8347 -1.9502
C 2.5303 -0.0142 -2.4596
C 1.4092 0.2685 -1.7055
N 1.2394 -0.2468 -0.4767
C 2.2032 -1.0304 0.0386
H 4.4088 -1.0718 -2.5186
H 2.6194 0.4174 -3.4462
H 0.6298 0.8991 -2.0879
H 2.0716 -1.4045 1.0394
*
```

Okay, here come the natural (NBO) numbers, in e, for every atom: number 1, Ir, carries 1.04; number 2, C, carries -0.76; number 3, S, carries 0.45; number 4, C, carries -0.09; number 5, S, carries -0.06; number 6, N, carries -0.35; number 7, N, carries -0.25; number 8, C, carries 0.11; number 9, C, carries 0.12; number 10, C, carries -0.18; number 11, C, carries -0.11; number 12, C, carries -0.22; number 13, C, carries 0.09; number 14, N, carries -0.49; number 15, H, carries 0.27; number 16, H, carries 0.24; number 17, H, carries 0.24; number 18, H, carries 0.26; number 19, H, carries 0.26; number 20, H, carries 0.26; number 21, H, carries 0.26; number 22, H, carries 0.23; number 23, O, carries -0.59; number 24, C, carries 0.42; number 25, C, carries -0.31; number 26, C, carries 0.06; number 27, N, carries -0.58; number 28, C, carries 0.16; number 29, Br, carries 0.15; number 30, C, carries -0.31; number 31, H, carries 0.51; number 32, H, carries 0.25; number 33, H, carries 0.22; number 34, H, carries 0.28; number 35, Cl, carries 0.11; number 36, C, carries -0.06; number 37, C, carries -0.13; number 38, C, carries -0.21; number 39, C, carries 0.05; number 40, N, carries -0.34; number 41, C, carries 0.02; number 42, H, carries 0.27; number 43, H, carries 0.26; number 44, H, carries 0.23; number 45, H, carries 0.23


Entry from the OMol25 dataset: C14H19N3O4S2 in the gas phase (the ωB97M-V functional and the def2-TZVPD basis).

Output
Highest occupied orbital energy (eV): -8.2
ΔE to the lowest compared entry with this formula, charge and spin (kcal per mole): 5.8
Gap between HOMO and LUMO (eV): 8.31
Electronic energy (eV): -49155.806
SMILES string: CN(C)CCN(Cc1ccco1)S(=O)(=O)c1csc(C(N)=O)c1

The geometry in ORCA input format:
```
! RIJCOSX wB97M-V def2-TZVPD def2/J DEFGRID3
* xyz 0 1
C 1.1281 4.8401 -0.3666
N 1.8383 3.6073 -0.1172
C 1.3194 2.8975 1.0318
C 2.0573 2.7959 -1.2925
C 0.8282 2.3758 -2.1255
N 0.0335 1.3466 -1.4631
C -1.3957 1.6025 -1.3501
C -2.0017 0.6930 -0.3390
C -2.8322 -0.3805 -0.4703
C -3.0425 -0.8793 0.8390
C -2.3268 -0.0704 1.6655
O -1.6983 0.8848 0.9633
S 0.3436 -0.2008 -2.0387
O 1.7037 -0.2520 -2.4829
O -0.6813 -0.6255 -2.9525
C 0.2186 -1.2261 -0.5850
C -0.3285 -2.4702 -0.6316
S -0.2677 -3.2475 0.8887
C 0.5142 -1.8733 1.6109
C 0.8896 -1.7861 3.0370
N 0.6818 -2.9080 3.7646
O 1.3407 -0.7667 3.5136
C 0.7089 -0.8836 0.6869
H 0.0448 4.7076 -0.5157
H 1.2685 5.5007 0.4896
H 1.5460 5.3247 -1.2478
H 1.9909 2.0741 1.2701
H 0.3040 2.5063 0.8907
H 1.3112 3.5789 1.8826
H 2.7124 3.3660 -1.9601
H 2.5873 1.8900 -0.9929
H 0.1975 3.2417 -2.3345
H 1.1921 1.9838 -3.0793
H -1.8994 1.4431 -2.3123
H -1.5266 2.6410 -1.0317
H -3.2272 -0.7672 -1.3863
H -3.6443 -1.7193 1.1190
H -2.1853 -0.0677 2.7280
H -0.7693 -2.9515 -1.4809
H 0.3349 -3.7578 3.3575
H 0.9370 -2.8980 4.7377
H 1.1718 0.0554 0.9226
*
```

Okay, here come the natural (NBO) numbers, in e, for every atom: number 1, C, carries -0.41; number 2, N, carries -0.44; number 3, C, carries -0.41; number 4, C, carries -0.21; number 5, C, carries -0.26; number 6, N, carries -0.68; number 7, C, carries -0.28; number 8, C, carries 0.25; number 9, C, carries -0.28; number 10, C, carries -0.32; number 11, C, carries 0.10; number 12, O, carries -0.41; number 13, S, carries 2.33; number 14, O, carries -0.93; number 15, O, carries -0.95; number 16, C, carries -0.39; number 17, C, carries -0.35; number 18, S, carries 0.45; number 19, C, carries -0.33; number 20, C, carries 0.64; number 21, N, carries -0.81; number 22, O, carries -0.60; number 23, C, carries -0.12; number 24, H, carries 0.15; number 25, H, carries 0.20; number 26, H, carries 0.20; number 27, H, carries 0.20; number 28, H, carries 0.17; number 29, H, carries 0.20; number 30, H, carries 0.20; number 31, H, carries 0.21; number 32, H, carries 0.20; number 33, H, carries 0.22; number 34, H, carries 0.23; number 35, H, carries 0.23; number 36, H, carries 0.24; number 37, H, carries 0.23; number 38, H, carries 0.21; number 39, H, carries 0.26; number 40, H, carries 0.39; number 41, H, carries 0.41; number 42, H, carries 0.25


Entry from the OMol25 dataset: C15H20N2O5 in the gas phase (the ωB97M-V functional and the def2-TZVPD basis).

Output
Highest occupied orbital energy (eV): -8.5
ΔE to the lowest compared entry with this formula, charge and spin (kcal per mole): 13.2
Gap between HOMO and LUMO (eV): 9.17
Electronic energy (eV): -29097.923
SMILES string: CCOC(=O)N1CCN(C(=O)c2cccc(OC)c2O)CC1

The geometry in ORCA input format:
```
! RIJCOSX wB97M-V def2-TZVPD def2/J DEFGRID3
* xyz 0 1
C -2.0362 -3.0015 1.2332
C -3.3311 -2.2700 0.9070
O -3.1255 -0.8772 0.6876
C -2.5736 -0.5407 -0.4979
O -2.2849 -1.3338 -1.3649
N -2.4441 0.8005 -0.6255
C -2.6723 1.7285 0.4660
C -1.6766 2.8924 0.3556
N -0.4029 2.3663 -0.0787
C 0.5783 2.1747 0.8356
O 0.5193 2.6402 1.9571
C 1.7575 1.3650 0.3856
C 2.9946 1.9487 0.1424
C 4.0792 1.1601 -0.1828
C 3.9532 -0.2204 -0.2539
C 2.7309 -0.8164 0.0015
O 2.4679 -2.1663 -0.0299
C 3.5281 -3.0416 -0.3222
C 1.6211 -0.0179 0.3245
O 0.4116 -0.5863 0.5670
C -0.3975 1.8650 -1.4353
C -1.8013 1.3440 -1.7962
H -1.4024 -3.0280 0.3508
H -1.5132 -2.4919 2.0388
H -2.2604 -4.0200 1.5383
H -3.7946 -2.7078 0.0164
H -4.0285 -2.3126 1.7465
H -3.7037 2.1014 0.4386
H -2.5176 1.1964 1.4059
H -1.5331 3.3614 1.3299
H -2.0195 3.6447 -0.3604
H 3.0922 3.0205 0.2129
H 5.0388 1.6128 -0.3785
H 4.8149 -0.8187 -0.5038
H 3.1027 -4.0431 -0.2809
H 4.3307 -2.9568 0.4169
H 3.9319 -2.8603 -1.3230
H 0.5020 -1.5438 0.4623
H 0.3347 1.0638 -1.5240
H -0.1136 2.6695 -2.1277
H -2.4234 2.1511 -2.1965
H -1.7332 0.5477 -2.5382
*
```

Okay, here come the natural (NBO) numbers, in e, for every atom: number 1, C, carries -0.64; number 2, C, carries -0.06; number 3, O, carries -0.52; number 4, C, carries 0.91; number 5, O, carries -0.67; number 6, N, carries -0.45; number 7, C, carries -0.22; number 8, C, carries -0.24; number 9, N, carries -0.43; number 10, C, carries 0.68; number 11, O, carries -0.61; number 12, C, carries -0.19; number 13, C, carries -0.18; number 14, C, carries -0.22; number 15, C, carries -0.28; number 16, C, carries 0.22; number 17, O, carries -0.52; number 18, C, carries -0.25; number 19, C, carries 0.33; number 20, O, carries -0.68; number 21, C, carries -0.22; number 22, C, carries -0.23; number 23, H, carries 0.22; number 24, H, carries 0.21; number 25, H, carries 0.22; number 26, H, carries 0.19; number 27, H, carries 0.19; number 28, H, carries 0.19; number 29, H, carries 0.23; number 30, H, carries 0.26; number 31, H, carries 0.19; number 32, H, carries 0.22; number 33, H, carries 0.22; number 34, H, carries 0.22; number 35, H, carries 0.20; number 36, H, carries 0.18; number 37, H, carries 0.18; number 38, H, carries 0.50; number 39, H, carries 0.22; number 40, H, carries 0.19; number 41, H, carries 0.19; number 42, H, carries 0.26


Entry from the OMol25 dataset: 2 unconnected molecules or ions with the total composition ClFIPS (the ωB97M-V functional and the def2-TZVPD basis).

Output
Highest occupied orbital energy (eV): -10.3
ΔE to the lowest compared entry with this formula, charge and spin (kcal per mole): 54.6
Gap between HOMO and LUMO (eV): 6.80
Electronic energy (eV): -43464.622

The geometry in ORCA input format:
```
! RIJCOSX wB97M-V def2-TZVPD def2/J DEFGRID3
* xyz 0 1
F -0.2137 0.8472 1.0125
P 0.3521 0.1386 -0.3863
S 0.0184 1.2538 -1.9397
Cl -0.6211 -2.3858 0.4587
I 2.5425 -0.7213 0.3224
*
```

Okay, here come the natural (NBO) numbers, in e, for every atom: number 1, F, carries -0.56; number 2, P, carries 1.13; number 3, S, carries -0.26; number 4, Cl, carries -0.43; number 5, I, carries 0.12


Computed M (g mol⁻¹) in order:
126.6, 845.9, 690.1, 357.5, 308.3, 244.4
Computed strongest force on any atom (eV/Å) in order:
6.2, 0.9, 0.6, 1.1, 0.7, 3.0